No. 1
C22H19NO6 | ωB97M-V/def2-TZVPD

```
48
Properties=species:S:1:pos:R:3:forces:R:3
C -4.76639 -2.87584 0.67480 0.353 0.008 -0.226
C -3.68256 -3.37147 -0.27857 -0.338 -0.221 0.195
O -2.84344 -2.33029 -0.73640 0.123 0.187 -0.114
C -1.87422 -1.83141 0.07297 0.210 0.158 0.105
C -1.54493 -2.30575 1.33832 -0.291 -0.225 -0.196
C -0.51924 -1.70792 2.05285 0.155 0.157 0.037
C 0.18210 -0.63982 1.53142 -0.030 -0.034 0.041
C -0.14238 -0.16076 0.26626 -0.161 -0.125 -0.002
C 0.60920 1.02099 -0.29988 0.077 -0.219 -0.271
C 2.09878 0.77797 -0.38101 0.053 0.557 0.293
C 2.61626 -0.29001 -1.24079 0.076 0.066 0.110
O 1.99179 -0.69561 -2.20684 0.128 0.080 0.197
C 3.91594 -0.84994 -0.87703 0.461 -0.883 -1.088
C 4.75481 -1.65455 -1.61698 -0.647 0.546 0.329
C 5.86200 -1.92868 -0.79413 0.020 0.200 0.509
C 5.61424 -1.28557 0.38634 0.572 -0.494 -0.367
O 4.45074 -0.63944 0.34548 -0.341 0.200 0.277
C 2.72932 1.71861 0.35239 -0.127 -0.331 -0.312
O 4.01812 1.98500 0.55576 -0.130 0.173 0.059
C 1.71624 2.61885 0.97284 0.011 0.171 0.087
O 1.98243 3.56307 1.69543 0.140 0.077 0.079
N 0.51369 2.17963 0.56489 -0.023 -0.047 -0.058
C -0.75188 2.71908 1.00877 -0.163 -0.007 0.099
C -1.69097 2.90425 -0.13525 0.436 0.680 -0.316
C -1.65489 3.73131 -1.22015 0.049 -0.325 0.593
C -2.79054 3.40685 -2.00163 -0.316 -0.396 0.140
C -3.42734 2.40735 -1.33467 -0.121 0.431 -0.709
O -2.76943 2.09533 -0.20717 0.005 -0.239 0.393
C -1.15948 -0.75290 -0.45378 -0.011 -0.118 0.078
H -5.41392 -3.70214 0.95533 -0.087 -0.079 0.056
H -4.32877 -2.44796 1.57348 -0.022 0.018 0.095
H -5.36273 -2.10926 0.18650 -0.080 0.054 -0.026
H -3.09163 -4.17240 0.18235 -0.017 0.063 -0.100
H -4.14305 -3.76671 -1.18848 0.105 -0.020 0.147
H -2.06807 -3.13939 1.77929 -0.091 -0.066 0.001
H -0.27063 -2.08695 3.03318 0.013 -0.037 0.080
H 0.97809 -0.17673 2.09556 0.106 0.043 0.080
H 0.21370 1.25273 -1.29693 0.040 0.008 0.111
H 4.58128 -1.98461 -2.62025 -0.106 -0.039 -0.207
H 6.72064 -2.51978 -1.03790 0.202 -0.102 0.021
H 6.17919 -1.22714 1.29649 -0.024 0.082 0.155
H 4.05245 2.77808 1.12348 -0.107 -0.077 -0.073
H -0.52523 3.66957 1.50108 -0.092 -0.155 -0.023
H -1.21771 2.03651 1.73026 0.054 0.125 -0.007
H -0.91596 4.47682 -1.43107 0.212 0.150 0.012
H -3.08519 3.85725 -2.92686 -0.133 0.042 -0.198
H -4.32189 1.85763 -1.54901 -0.112 -0.134 0.066
H -1.41853 -0.40387 -1.44072 -0.030 0.093 -0.151
```
Positions in Å, forces in eV/Å.

Its SMILES is CCOc1cccc([C@@H]2C(C(=O)c3ccco3)=C(O)C(=O)N2Cc2ccco2)c1. For the energy above the lowest of the compared OMol25 structures with the same formula, charge and spin, the calculation gives 23.78 kcal per mole. As for the net charge: 0. The value obtained for the LUMO energy is -0.12 eV. The HOMO-LUMO gap comes out at 0.3075 hartree.

***

No. 2
C22H20FN5OS | ωB97M-V/def2-TZVPD

```
50
Properties=species:S:1:pos:R:3:forces:R:3
C 2.43557 2.33695 -1.03266 0.085 0.010 -0.043
C 1.13609 2.13972 -0.91820 -0.192 -0.060 0.007
C 0.37237 2.35162 0.35331 0.393 0.651 0.090
N -0.76416 1.45800 0.44866 0.382 -0.152 0.197
C -2.03501 1.98917 0.33949 -0.538 0.732 -0.033
O -2.25828 3.17619 0.26333 0.050 -0.179 -0.005
C -3.05500 0.92906 0.31460 -0.704 -0.154 -0.050
C -4.36413 1.24487 0.23456 0.995 0.210 0.055
C -5.52886 0.40047 0.18960 -0.434 -0.320 -0.018
C -5.47404 -0.99793 0.21953 -0.017 0.273 -0.009
C -6.62745 -1.75343 0.17310 -0.277 -0.078 -0.013
C -7.85056 -1.10876 0.09603 0.160 0.104 0.005
F -8.97705 -1.84337 0.05010 0.138 0.085 0.007
C -7.94544 0.27301 0.06446 -0.163 -0.241 -0.004
C -6.78619 1.01700 0.11137 0.253 -0.173 0.017
S -2.28065 -0.63379 0.39509 0.031 -0.064 0.033
C -0.68170 0.10195 0.52045 -0.083 -0.441 -0.126
C 0.40696 -0.71576 0.64941 -0.292 0.707 -0.165
C 0.16642 -2.10171 0.58074 -0.251 -0.439 0.057
N -0.01198 -3.23551 0.51938 -0.087 -0.371 -0.031
C 1.76263 -0.33509 0.99200 0.448 0.202 0.262
N 2.09191 0.60873 1.84330 -0.966 -0.336 0.077
N 3.42216 0.60361 1.98406 1.016 0.217 0.092
C 3.90531 -0.35079 1.23824 -0.075 -0.107 0.089
N 2.89315 -0.99476 0.58735 -0.139 0.601 0.592
C 3.10393 -2.00376 -0.41223 0.068 -0.327 -0.684
C 3.72668 -1.39447 -1.67353 -0.011 0.125 0.177
C 4.88524 -0.43778 -1.36776 0.099 -0.188 -0.110
C 5.83845 -0.97429 -0.29813 0.009 0.165 -0.129
C 5.33788 -0.72805 1.14131 0.099 -0.188 0.025
H 2.94540 2.22193 -1.97430 0.036 -0.003 -0.208
H 3.03301 2.63836 -0.18806 0.132 0.014 0.239
H 0.54216 1.84110 -1.77388 -0.015 -0.015 -0.164
H -0.05596 3.36131 0.36263 0.059 -0.236 0.014
H 1.02389 2.21608 1.22403 -0.251 0.138 -0.216
H -4.55425 2.31258 0.20169 0.079 0.045 0.001
H -4.52323 -1.50240 0.27999 -0.041 -0.131 0.003
H -6.59095 -2.83093 0.19633 -0.023 -0.106 0.001
H -8.91462 0.74228 0.00443 -0.098 0.024 -0.005
H -6.84438 2.09486 0.08778 0.003 0.108 -0.002
H 3.76976 -2.76094 0.01226 -0.129 0.007 -0.028
H 2.15557 -2.48480 -0.65392 0.210 -0.013 0.098
H 2.95994 -0.85307 -2.23230 -0.038 -0.065 -0.032
H 4.07919 -2.21641 -2.29860 -0.016 -0.026 -0.052
H 5.43612 -0.26578 -2.29424 -0.026 0.080 0.007
H 4.49390 0.52699 -1.03950 0.011 0.036 -0.086
H 6.80594 -0.48402 -0.41166 0.022 -0.094 0.008
H 5.99987 -2.04024 -0.46844 0.073 -0.021 0.007
H 5.49916 -1.62254 1.75085 0.075 0.059 0.031
H 5.89527 0.08457 1.60796 -0.059 -0.064 0.026
```
Positions in Å, forces in eV/Å.

Its SMILES is C=CCn1c(=O)/c(=C/c2ccc(F)cc2)s/c1=C(\C#N)c1nnc2n1CCCCC2. For the energy above the lowest of the compared OMol25 structures with the same formula, charge and spin, the calculation gives 15.34 kcal per mole. As for the net charge: 0. The value obtained for the LUMO energy is -0.80 eV. The HOMO-LUMO gap comes out at 0.2705 hartree.

***

No. 3
C22H20N3O5Pd | ωB97M-V/def2-TZVPD

```
51
Properties=species:S:1:pos:R:3:forces:R:3
Pd 0.45131 -1.35940 -0.03287 -0.472 -0.420 0.246
O 1.98506 -1.33415 5.99159 0.052 -0.018 0.012
C 1.68889 -1.30792 4.66398 -0.003 0.008 0.007
C 2.66814 -1.48477 3.69195 0.017 0.031 -0.002
C 2.28170 -1.44723 2.36777 -0.010 0.024 -0.015
N 1.01795 -1.21871 2.03385 0.118 -0.017 -0.026
C 0.06228 -1.09041 2.95086 0.015 -0.003 -0.007
C 0.36016 -1.12192 4.29772 -0.001 0.025 0.004
C -1.36789 -0.99286 2.40420 0.002 0.012 -0.017
O -2.26413 -0.76805 3.21313 -0.006 -0.030 0.005
O -1.47347 -1.17645 1.14827 0.023 0.112 0.064
C 3.23196 -1.74449 1.19685 0.010 0.003 0.009
O 4.43468 -1.74334 1.44505 0.001 -0.045 0.004
O 2.64776 -1.99749 0.09518 0.044 0.207 -0.100
H 2.93094 -1.49018 6.09467 -0.054 0.016 -0.008
H 3.70987 -1.66325 3.92934 -0.001 -0.003 0.000
H -0.43040 -1.01747 5.02633 0.005 -0.001 0.003
C -2.57490 2.04857 1.37485 -0.021 0.019 0.000
C -2.67459 1.86939 -0.14248 -0.028 0.008 -0.042
C -1.41540 2.37278 -0.80805 0.029 -0.024 0.088
C -1.20037 3.74716 -0.87142 0.027 0.017 0.013
C 0.01577 4.26958 -1.27628 -0.020 -0.008 -0.006
C 1.05215 3.40827 -1.60339 0.011 -0.012 -0.003
C 0.87427 2.03099 -1.57988 0.038 0.054 -0.015
C 2.00526 1.11709 -1.97363 -0.048 -0.066 -0.092
C 1.92207 0.68685 -3.43959 -0.001 0.010 0.000
C -0.38130 1.52098 -1.22251 -0.147 0.026 0.106
N -0.55311 0.11909 -1.26495 0.139 0.079 -0.114
C -1.46147 -0.41278 -2.01427 0.133 0.011 -0.099
C -1.49724 -1.81802 -2.17234 0.065 0.019 -0.031
C -2.34123 -2.68828 -2.87204 -0.003 0.032 -0.013
C -1.81695 -3.96472 -2.67582 0.016 -0.023 -0.007
C -0.67557 -3.80807 -1.87070 -0.019 0.024 -0.053
N -0.48113 -2.52172 -1.57859 -0.003 -0.091 0.026
H -3.38753 1.53615 1.88847 -0.006 0.009 -0.002
H -2.58877 3.10698 1.64572 0.016 0.000 -0.002
H -1.64499 1.61732 1.74348 -0.003 -0.008 0.002
H -3.53254 2.43071 -0.52487 -0.012 -0.024 -0.008
H -2.85239 0.81752 -0.35214 0.045 -0.009 0.015
H -2.00082 4.41189 -0.56401 0.004 0.002 0.000
H 0.16415 5.34178 -1.31490 0.001 0.000 0.007
H 2.02087 3.80467 -1.88753 -0.002 0.000 -0.001
H 2.00594 0.21528 -1.35872 0.060 0.065 0.066
H 2.95084 1.62912 -1.78310 0.009 -0.002 -0.036
H 0.99330 0.14485 -3.62428 0.005 -0.003 -0.007
H 2.75027 0.02437 -3.69454 0.002 0.003 0.003
H 1.95054 1.55179 -4.10624 -0.004 0.003 0.004
H -2.15066 0.22499 -2.56876 -0.012 -0.009 -0.002
H -3.22067 -2.41553 -3.43532 0.004 0.004 -0.003
H -2.19855 -4.89460 -3.06795 0.005 -0.001 0.000
H 0.00993 -4.56635 -1.52212 -0.021 -0.007 0.023
```
Positions in Å, forces in eV/Å.

The expectation value of S² is 2.006. As for the spin multiplicity: 3. As for the net charge: -1. The value obtained for the LUMO energy (spin up / spin down) is 2.58 / 1.98 eV. The HOMO-LUMO gap (spin up / spin down) comes out at 0.2773 / 0.2554 hartree.

***

No. 4
C22H20N4O3SSe4Zr | ωB97M-V/def2-TZVPD

```
55
Properties=species:S:1:pos:R:3:forces:R:3
Zr 1.38482 -0.41955 1.51891 -0.021 -0.026 -0.026
C 4.22547 -3.32765 -0.13163 0.025 -0.013 0.037
O 3.73626 -3.11127 -1.46146 -0.034 -0.024 0.005
C 3.69055 -1.81210 -1.88804 0.017 0.066 -0.053
C 4.34178 -1.46942 -3.05883 -0.010 0.011 0.021
C 4.26477 -0.17302 -3.55895 0.027 -0.038 -0.021
C 3.53225 0.77682 -2.87870 -0.007 0.028 -0.004
C 2.86317 0.45492 -1.69403 -0.051 0.028 0.044
C 2.05945 1.48842 -1.05912 0.060 0.023 -0.105
N 1.43092 1.36207 0.04558 -0.072 -0.004 0.031
N 0.68950 2.47684 0.43555 0.032 0.037 -0.054
C 0.06919 2.23196 1.54346 0.068 -0.075 -0.035
O 0.15717 1.07750 2.16529 -0.111 0.126 0.105
C -0.77617 3.27666 2.15717 -0.017 -0.006 0.034
C -1.46347 2.99132 3.33175 -0.022 0.015 0.020
C -2.25734 3.96208 3.92467 0.007 -0.002 -0.012
C -2.36560 5.21802 3.34690 0.006 -0.001 -0.007
C -1.67880 5.50457 2.17250 -0.010 0.004 0.009
C -0.88610 4.53912 1.57751 0.003 -0.011 -0.003
C 2.93823 -0.85299 -1.19412 -0.018 -0.040 0.038
O 2.28868 -1.23519 -0.09773 0.084 -0.047 0.085
H 4.73321 -4.29036 -0.14259 0.002 0.003 -0.014
H 4.93396 -2.54658 0.15093 -0.001 0.006 -0.009
H 3.41527 -3.34565 0.59618 -0.015 0.012 -0.017
H 4.90766 -2.23862 -3.56839 0.002 0.009 -0.013
H 4.77997 0.08567 -4.47360 0.000 -0.002 -0.002
H 3.46304 1.78885 -3.25901 -0.003 -0.001 0.004
H 1.97575 2.44454 -1.57309 0.004 -0.007 -0.003
H -1.36900 2.00859 3.77212 0.005 -0.003 -0.006
H -2.79032 3.73751 4.83936 0.001 -0.003 -0.001
H -2.98369 5.97559 3.81156 0.001 0.004 -0.005
H -1.76136 6.48523 1.72221 -0.002 0.001 0.001
H -0.34426 4.74699 0.66549 0.000 0.001 0.000
Se 0.55134 -2.76119 2.56891 0.057 0.037 0.051
Se 1.64354 -1.44281 4.15665 -0.019 -0.048 0.040
Se 3.85011 -1.28039 3.31021 -0.103 0.001 -0.122
Se 3.63681 0.82684 2.30579 0.057 -0.026 0.015
N 0.16694 -2.95658 -0.90255 0.002 0.019 -0.055
C -0.92816 -2.19568 -0.80588 0.015 -0.072 -0.083
S -0.96242 -0.71618 0.01446 0.075 -0.029 0.026
N -2.04373 -2.66888 -1.39779 -0.006 0.061 0.052
C -3.32735 -2.03876 -1.29919 0.005 -0.025 -0.016
C -4.24563 -2.50249 -0.37096 0.008 -0.011 0.019
C -5.49022 -1.89793 -0.27953 -0.009 0.016 -0.019
C -5.80553 -0.83062 -1.10869 0.013 -0.016 0.009
C -4.87824 -0.36980 -2.03321 -0.003 -0.006 0.000
C -3.63635 -0.97694 -2.13366 -0.004 0.021 -0.018
H 1.06086 -2.56965 -0.61371 -0.011 0.020 0.029
H 0.17971 -3.77220 -1.49298 -0.022 -0.006 0.029
H -2.00242 -3.57313 -1.84102 -0.001 -0.007 -0.001
H -3.97429 -3.31928 0.28584 -0.002 0.001 -0.002
H -6.20843 -2.25443 0.44665 -0.002 0.002 -0.001
H -6.77385 -0.35409 -1.03140 0.000 0.000 0.001
H -5.12058 0.46612 -2.67573 -0.001 -0.001 0.000
H -2.89706 -0.62281 -2.84005 0.001 -0.002 0.003
```
Positions in Å, forces in eV/Å.

For the energy above the lowest of the compared OMol25 structures with the same formula, charge and spin, the calculation gives 0.00 kcal per mole. As for the net charge: 0. The value obtained for the LUMO energy is -0.44 eV. The HOMO-LUMO gap comes out at 0.2605 hartree.

***

| no. | E_tot (eV) |
| --- | --- |
| 1 | -36896.2904 |
| 2 | -46188.6049 |
| 3 | -41329.1410 |
| 4 | -308748.6914 |